129
Properties=species:S:1:pos:R:3:forces:R:3 method="wB97M-V/def2-TZVPD" charge=-2 e_above_lowest_kcal_mol=29.1 e_tot_ev=-255293.309 max_force_ha_per_bohr=0.024 homo_energy_ha="-0.020 / -0.003"
Hg -0.53996 -0.46583 0.84555 -0.043 -0.452 0.366
Br -4.90578 3.31870 -5.92161 0.016 -0.031 0.003
As 2.12171 1.22020 -0.09798 0.259 -0.101 -0.072
S -3.59933 -0.78966 2.47449 -0.200 0.089 -0.259
S 0.08932 -2.19397 -0.91403 0.174 0.162 -0.027
Si 2.81914 3.34501 0.68180 0.057 0.703 0.407
Si 2.17178 1.66603 -2.41980 0.040 0.175 -0.608
Si 4.12951 -0.08436 0.15593 0.956 0.714 -0.310
O -3.20810 -1.93228 -1.04036 0.223 0.452 0.505
O -1.77616 -0.25644 -2.23557 -0.238 0.128 -0.073
O 2.07109 -1.63233 1.09165 0.784 0.127 -0.389
O -2.71269 -0.93988 3.62180 0.146 -0.004 -0.004
O -3.69824 1.29275 -1.23401 -0.211 0.043 0.408
O 2.01241 -0.08236 7.69156 -0.062 -0.037 -0.018
O -4.35435 0.45893 2.52942 0.055 0.032 -0.118
N 1.80155 -2.88748 1.03052 -0.127 0.290 -0.134
N -1.52228 1.72908 3.02757 -0.068 -0.257 0.070
N 0.38378 -0.88714 2.94101 -0.407 0.482 0.443
N -1.11887 -0.60049 -6.34092 0.056 0.100 -0.237
N -1.17709 1.74165 1.73001 0.117 -0.159 -0.067
N -0.82176 -1.57980 -4.36585 -0.020 -0.024 0.213
N 0.81926 -2.02218 7.87375 0.064 -0.096 -0.040
N -2.79521 -0.96498 1.07348 -0.364 -0.032 -0.084
C -1.39671 -0.55478 -5.05855 -0.004 -0.033 0.099
C 4.62836 3.89864 0.62982 0.235 -0.382 -0.211
C 3.64222 2.69496 -3.01342 0.155 0.049 0.153
C 0.87927 -3.32657 0.11763 -0.102 -0.343 -0.061
C -6.44743 -3.70643 2.55122 0.060 0.017 -0.099
C -1.44176 2.96253 1.28980 0.008 0.127 0.033
C 0.63605 2.59425 -2.98457 -0.237 -0.038 0.255
C 4.35950 -1.51337 -1.06625 -0.640 -0.346 0.189
C 0.29617 -2.23111 -7.64167 0.021 -0.038 0.012
C -4.69109 -2.12585 2.22501 0.141 -0.136 -0.252
C -4.52678 -2.53254 0.86099 -0.124 -0.077 0.087
C 2.15427 0.09109 -3.42739 0.100 -0.268 0.213
C 1.25196 -3.98952 -6.25673 -0.049 0.019 0.030
C -1.96930 3.74241 2.33957 -0.025 0.061 -0.116
C 1.22666 -5.57615 0.95091 -0.073 -0.134 -0.049
C 1.91982 4.78808 -0.15529 -0.237 -0.207 -0.245
C 2.37365 -3.72835 1.91853 0.089 -0.294 0.151
C -0.30849 -1.70788 -6.49808 -0.004 0.078 0.011
C 5.62264 0.97681 -0.43246 -0.050 0.183 -0.030
C 1.07315 -3.36804 -7.50399 0.007 0.045 -0.024
C 0.13080 -1.98397 3.70459 -0.005 0.087 -0.213
C 1.07444 -0.98706 5.70737 -0.036 -0.001 -0.094
C -5.36545 -3.56450 0.35951 -0.076 0.034 0.157
C 2.11507 -5.07520 1.89507 0.131 -0.009 0.081
C -3.49692 -1.82357 0.20331 0.212 0.137 -0.265
C -1.19424 3.33674 -0.13578 -0.242 -0.152 0.089
C 0.65747 -3.48850 -5.11268 0.017 0.042 0.052
C -2.51176 3.08661 4.83167 -0.023 -0.110 -0.117
C 1.41512 0.12460 4.87596 0.066 -0.064 0.015
C -2.30130 0.43643 -4.44302 -0.011 0.009 -0.015
C -0.11214 -2.33799 -5.25857 -0.063 0.011 -0.009
C -3.94351 2.13660 -4.76890 -0.066 0.070 -0.104
C -4.77390 2.04038 -0.68334 0.107 -0.099 0.057
C 0.61368 -4.70380 0.08193 -0.044 0.188 -0.008
C -2.99502 1.30485 -5.29714 0.015 -0.045 -0.170
C 4.62129 -0.27804 1.96481 -0.466 -0.253 0.205
C -6.29131 -4.13484 1.19627 0.010 0.077 0.183
C 2.34808 3.47380 2.49819 -0.161 -0.308 0.047
C -2.52977 0.48195 -3.06856 0.422 -0.362 -0.142
C 0.44854 -2.08320 5.02659 0.108 0.085 0.088
C -3.53188 1.33554 -2.56266 -0.062 0.095 -0.172
C 1.34287 -0.95419 7.10946 0.030 0.015 0.030
C -5.63554 -2.68798 3.05455 -0.075 -0.071 -0.048
C -2.02384 2.89844 3.43400 0.033 0.101 0.026
C 1.05887 0.13179 3.56203 0.017 -0.304 -0.123
C -4.25428 2.15322 -3.41276 0.082 0.014 -0.053
H -4.62086 3.11566 -0.82890 0.024 -0.011 -0.024
H -1.24787 4.41687 -0.26907 0.024 -0.005 -0.016
H 1.86689 -4.87884 -6.18917 -0.007 0.012 -0.010
H 4.67479 4.97671 0.81425 -0.111 -0.070 0.054
H 1.30553 -0.51901 -3.10837 0.044 -0.041 -0.041
H -5.03157 2.80221 -3.04100 0.030 0.024 0.003
H -4.78661 1.81056 0.37711 0.054 -0.084 0.101
H -1.55749 0.83768 3.52565 0.009 0.049 -0.124
H 0.56267 3.61565 -2.60180 -0.014 -0.087 -0.054
H 5.08887 0.64649 2.32244 -0.053 -0.072 -0.134
H 3.75937 -0.49391 2.60191 0.115 -0.056 -0.031
H 1.81848 4.65410 -1.23715 0.016 0.099 0.120
H 1.95601 0.96005 5.30450 -0.043 -0.015 -0.019
H -2.37259 -0.87846 -1.62800 -0.283 -0.304 0.209
H 0.15755 -1.75073 -8.60259 0.002 -0.012 0.014
H 1.56308 -3.78851 -8.37470 -0.023 -0.001 0.008
H -5.72535 1.74515 -1.13631 0.039 -0.015 -0.001
H 0.23504 -3.01272 5.53904 -0.009 -0.007 -0.014
H -1.74580 2.78123 5.54636 -0.028 0.030 0.019
H 0.99139 -6.63318 0.92121 0.017 0.039 -0.020
H -0.21821 2.98129 -0.45708 0.021 0.025 -0.007
H -1.93748 2.86594 -0.78463 0.038 0.026 0.043
H -2.76814 4.12942 5.00806 0.014 0.011 -0.001
H 2.03700 0.31217 -4.49474 0.009 0.054 0.105
H -3.39890 2.47170 4.99917 0.022 0.017 0.001
H 4.54860 2.08443 -3.06766 -0.095 0.096 -0.051
H 3.40292 -1.80596 -1.51020 0.081 -0.108 0.100
H 5.35351 -1.08718 2.08660 -0.091 0.073 -0.071
H 1.27043 3.31105 2.63005 0.128 0.040 0.018
H 6.46916 0.30765 -0.64117 -0.121 0.014 0.050
H 5.04377 -1.23187 -1.87421 -0.100 0.078 0.181
H 4.77305 -2.39590 -0.56151 -0.065 0.113 -0.012
H 1.31327 0.96796 2.92173 -0.041 0.044 0.022
H -5.24973 -3.89628 -0.66694 -0.003 0.044 0.064
H 0.84683 -1.79856 8.85459 -0.016 0.056 0.090
H 5.41111 1.53787 -1.34955 0.116 -0.142 0.148
H 3.02164 -3.24644 2.63570 -0.024 0.064 -0.067
H 2.86946 2.72134 3.10201 -0.049 0.102 -0.027
H 2.59834 -5.71988 2.61722 -0.025 0.061 0.002
H 5.21393 3.39099 1.40430 -0.047 0.095 -0.097
H 3.06034 -0.50845 -3.28959 -0.125 0.095 -0.077
H -0.89508 -1.69171 -3.36298 -0.032 0.012 0.053
H -0.12186 -5.04416 -0.63355 0.000 0.022 0.008
H -7.19874 -4.16414 3.18434 0.039 -0.006 -0.032
H -2.28366 4.77488 2.29008 0.035 -0.094 0.034
H -0.34364 -2.81503 3.19269 -0.127 0.060 0.041
H -0.26480 2.05116 -2.67391 0.078 0.078 -0.067
H -5.75108 -2.34209 4.07784 0.033 -0.023 -0.068
H 5.95112 1.69307 0.32517 -0.024 -0.121 -0.131
H 0.78329 -3.95832 -4.14414 0.025 0.030 -0.039
H 2.47512 5.71496 0.01784 0.020 -0.091 0.048
H -6.92171 -4.94075 0.82905 0.026 0.069 0.000
H -0.08036 -2.36770 7.57398 0.011 0.028 -0.021
H -2.77916 1.27470 -6.35632 -0.040 0.000 0.041
H 5.10756 3.69589 -0.33357 -0.035 0.099 0.157
H 0.91637 4.90998 0.26254 0.123 -0.002 -0.069
H 3.84755 3.54118 -2.34844 -0.002 -0.048 -0.112
H 3.43939 3.08827 -4.01632 -0.037 -0.053 0.081
H 2.59709 4.46472 2.89246 0.013 -0.039 -0.065
H 0.63284 2.63734 -4.07974 0.063 -0.030 0.073

66
Properties=species:S:1:pos:R:3:forces:R:3 method="wB97M-V/def2-TZVPD" charge=+2 e_above_lowest_kcal_mol=28.1 e_tot_ev=-86259.661 max_force_ha_per_bohr=0.055 homo_energy_ha=-0.513
W 0.15854 0.25848 0.03891 2.231 -1.566 -0.834
S -1.23426 0.61276 2.16696 0.873 -0.419 -0.703
S 1.66249 1.85242 -1.11725 -0.127 -0.519 0.560
S 0.07594 -0.91146 -2.16040 0.114 0.214 0.759
P 1.90744 0.91405 1.77150 0.657 1.615 1.119
O 2.18246 -1.05271 -0.29127 -0.041 1.383 -0.829
O -0.99265 1.48100 -0.55726 -0.941 0.656 -0.221
O 2.20448 -3.02402 0.61180 0.183 -0.352 -0.028
O -2.69614 2.36387 -1.68395 1.112 0.047 0.383
O 0.52311 -1.66576 0.82233 -1.000 -0.363 0.573
N 1.69476 -2.00060 0.37330 -0.487 0.136 0.399
N -3.33842 0.28923 0.39378 0.109 0.387 0.713
N -2.66300 -0.61073 -1.89179 0.479 -0.123 -0.637
N -3.59172 1.91993 1.84750 0.211 -0.575 -0.620
N -1.87583 -0.35354 -3.93113 -0.205 0.085 0.865
C -3.34032 2.82841 2.93455 0.272 0.404 0.635
C 2.75975 0.98976 4.38497 -0.086 0.078 -0.159
C 2.80417 -0.88337 5.88230 -0.027 0.007 -0.024
C -3.71581 -0.42669 -2.74709 -0.026 0.017 -0.356
C -1.10389 4.63317 -2.32845 -0.019 -0.312 0.173
C 1.40104 2.67158 2.06529 -0.245 -0.072 -0.176
C 2.11313 -1.64494 4.95586 0.022 -0.110 0.097
C -4.72450 1.86789 1.08951 -0.361 -0.262 -0.387
C 0.82256 3.32196 -1.65613 -0.656 -0.444 0.222
C 1.64200 4.38596 -2.02720 0.170 -0.266 0.120
C -3.23295 -0.25719 -4.00326 -0.610 -0.040 0.146
C 1.74416 -1.10246 3.73653 -0.070 0.038 -0.113
C 3.67760 0.99203 1.29541 -0.164 -0.397 -0.496
C 2.08507 0.21447 3.44230 -0.457 -0.461 -0.413
C -2.76450 0.95527 1.41038 0.167 -0.389 -0.096
C -1.54983 -0.57053 -2.64532 -0.098 -0.208 0.331
C -0.96921 -0.31317 -5.04603 0.610 -0.133 -0.613
C 1.09565 5.55595 -2.51739 -0.102 -0.043 -0.014
C 3.10746 0.44082 5.60349 0.044 0.026 -0.004
C -0.57197 3.45013 -1.79500 0.368 0.250 -0.031
C -4.56657 0.85511 0.19856 -0.204 0.323 0.250
C -1.52944 2.42624 -1.38627 -1.459 0.581 -1.004
C -0.28133 5.68067 -2.67490 0.049 -0.021 -0.002
B -2.78990 -0.94071 -0.38166 0.263 0.518 -0.091
H 3.82444 1.36173 0.28174 0.014 0.005 0.139
H 1.87346 -2.67210 5.17821 -0.072 -0.118 0.022
H -0.66209 -1.32521 -5.31639 -0.036 0.069 -0.018
H -0.70616 6.59297 -3.05944 -0.031 0.112 -0.065
H -3.52715 -1.84771 -0.23948 -0.042 -0.435 0.143
H -3.74679 -0.07563 -4.92593 -0.052 -0.012 -0.152
H -5.24678 0.50706 -0.54747 -0.151 -0.042 -0.131
H 2.71176 4.27982 -1.92422 0.105 0.053 -0.008
H -5.54471 2.53964 1.23488 -0.152 0.127 0.083
H 1.00128 2.76336 3.07572 -0.009 -0.059 -0.068
H -2.17630 4.69289 -2.43602 -0.076 0.083 -0.022
H -1.47119 0.14261 -5.89621 0.019 0.012 0.071
H 3.63056 1.04286 6.32826 0.066 0.077 0.096
H 4.11408 -0.00608 1.37323 -0.095 0.062 0.012
H 3.10953 -1.31724 6.82237 -0.020 -0.033 0.072
H 3.01547 2.01564 4.16313 0.079 0.112 0.060
H -0.07815 0.26112 -4.79261 -0.108 0.028 0.003
H -4.23832 3.41327 3.11959 0.051 -0.057 -0.009
H 2.25035 3.34687 1.95581 0.021 -0.089 -0.077
H -2.51439 3.50099 2.69653 -0.084 -0.044 -0.047
H 1.74737 6.37575 -2.77870 0.055 0.049 -0.036
H -3.08238 2.26609 3.83224 -0.091 0.081 -0.009
H -1.64167 -1.17686 0.04439 0.092 0.255 -0.021
H 4.18927 1.64170 2.00679 -0.189 0.024 0.046
H 0.61748 2.96322 1.34959 0.356 0.014 0.321
H -4.72890 -0.45616 -2.41385 -0.264 0.035 0.041
H 1.18576 -1.70509 3.03123 0.061 0.002 0.058